Record 1
Entry from the Open Molecules 2025 dataset: one molecule with the formula C22H30N4O (ωB97M-V with the def2-TZVPD basis set).

```
! wB97M-V def2-TZVPD RIJCOSX def2/J DEFGRID3
* xyz 0 1
C 2.70 0.35 -2.70
C 1.55 1.25 -3.05
C 0.54 0.81 -3.89
C -0.51 1.65 -4.21
C -0.56 2.93 -3.71
C 0.44 3.40 -2.87
C 1.49 2.55 -2.53
N 2.51 2.99 -1.66
C 2.40 3.12 -0.29
O 3.38 3.30 0.40
N 1.13 3.09 0.19
H 0.40 2.79 -0.45
C 0.87 2.88 1.59
H 0.12 3.61 1.93
H 1.81 3.06 2.11
C 0.36 1.46 1.87
H 0.10 1.38 2.92
H -0.55 1.29 1.28
C 1.42 0.41 1.50
N 0.98 -0.96 1.43
C 0.05 -1.25 0.35
H 0.44 -0.82 -0.58
C -0.07 -2.78 0.20
N -0.54 -3.37 1.43
C -1.91 -3.51 1.65
C -2.51 -3.26 2.89
C -3.86 -3.49 3.08
C -4.65 -3.96 2.06
C -4.07 -4.22 0.83
C -2.73 -4.01 0.63
H -2.30 -4.26 -0.34
H -4.68 -4.61 0.02
H -5.71 -4.13 2.22
H -4.29 -3.28 4.05
H -1.93 -2.88 3.71
C 0.35 -3.03 2.51
H 0.03 -3.50 3.43
C 0.49 -1.51 2.68
H 1.21 -1.28 3.47
H -0.49 -1.09 2.96
H 1.34 -3.43 2.25
H -0.73 -3.01 -0.63
H 0.92 -3.19 -0.02
H -0.96 -0.85 0.53
H 1.84 0.66 0.52
H 2.24 0.46 2.22
H 3.47 2.86 -1.97
C 0.39 4.81 -2.36
H 1.38 5.14 -2.04
H -0.28 4.89 -1.51
H 0.03 5.48 -3.14
H -1.37 3.59 -3.98
H -1.30 1.29 -4.87
H 0.58 -0.19 -4.29
H 2.50 -0.67 -3.01
H 3.61 0.69 -3.19
H 2.89 0.36 -1.62
*
```

Properties
Orbital gap = 8.206 eV
E_tot = -31309.958 eV
Structure (SMILES) = Cc1cccc(C)c1NC(=O)NCCCN1CCN(c2ccccc2)CC1
ΔE to the lowest compared entry with this formula, charge and spin = 105.6 kJ/mol

Atom charges from the Mulliken analysis, given in e for atoms 1 to 5: atom 1 (C): -1.635, atom 2 (C): 0.759, atom 3 (C): -0.740, atom 4 (C): -0.768, atom 5 (C): -0.588


Record 2
Entry from the Open Molecules 2025 dataset: one molecule with the formula C22H30N4O3 (ωB97M-V with the def2-TZVPD basis set).

```
! wB97M-V def2-TZVPD RIJCOSX def2/J DEFGRID3
* xyz 0 1
C 4.38 0.34 -1.57
H 4.29 0.69 -2.60
O 3.84 1.26 -0.65
C 2.53 1.61 -0.76
C 2.07 2.53 0.19
C 0.76 2.95 0.17
C -0.13 2.48 -0.79
C 0.34 1.58 -1.73
C 1.65 1.14 -1.72
H 1.97 0.43 -2.47
H -0.33 1.21 -2.50
C -1.55 2.98 -0.81
H -2.06 2.63 -1.71
H -1.53 4.07 -0.85
C -2.35 2.60 0.44
N -2.72 1.19 0.51
C -2.23 0.43 1.51
O -1.29 0.81 2.20
C -2.83 -0.95 1.73
C -4.18 -1.17 1.07
C -4.11 -0.67 -0.38
C -3.83 0.82 -0.35
H -4.74 1.34 0.00
H -3.62 1.18 -1.36
C -3.10 -1.54 -1.15
O -3.42 -2.63 -1.57
N -1.87 -1.02 -1.31
H -1.61 -0.13 -0.91
C -0.80 -1.78 -1.93
C 0.43 -1.85 -1.09
C 0.61 -1.49 0.23
N 1.89 -1.76 0.55
N 2.55 -2.28 -0.49
C 1.68 -2.33 -1.48
H 1.98 -2.72 -2.44
C 2.50 -1.62 1.86
C 3.92 -2.18 1.82
H 3.92 -3.21 1.48
H 4.35 -2.14 2.82
H 4.53 -1.59 1.15
C 2.49 -0.16 2.30
H 1.48 0.25 2.28
H 2.87 -0.09 3.32
H 3.12 0.43 1.65
H 1.89 -2.21 2.56
H -0.04 -1.04 0.95
H -1.20 -2.78 -2.12
H -0.55 -1.34 -2.91
H -5.07 -0.84 -0.87
H -4.44 -2.23 1.09
H -4.96 -0.61 1.60
H -2.12 -1.69 1.36
H -2.90 -1.09 2.81
H -1.74 2.80 1.33
H -3.26 3.20 0.49
H 0.43 3.67 0.91
H 2.77 2.90 0.92
H 5.44 0.25 -1.31
H 3.91 -0.65 -1.47
*
```

Properties
Orbital gap = 8.972 eV
E_tot = -35405.007 eV
Structure (SMILES) = COc1ccc(CCN2C[C@@H](C(=O)NCc3cnn(C(C)C)c3)CCC2=O)cc1
ΔE to the lowest compared entry with this formula, charge and spin = 77.2 kJ/mol

Atom charges from the Mulliken analysis, given in e for atoms 1 to 5: atom 1 (C): -0.754, atom 2 (H): 0.371, atom 3 (O): -0.493, atom 4 (C): 0.533, atom 5 (C): -0.465


Record 3
Entry from the Open Molecules 2025 dataset: one molecule with the formula C22H30N4O4S (ωB97M-V with the def2-TZVPD basis set).

```
! wB97M-V def2-TZVPD RIJCOSX def2/J DEFGRID3
* xyz 0 1
C 4.88 -2.22 0.96
H 5.27 -2.62 1.91
H 5.30 -2.78 0.13
H 5.17 -1.17 0.87
O 3.48 -2.22 0.94
C 2.82 -3.42 1.04
C 3.47 -4.64 1.14
C 2.76 -5.83 1.19
C 1.38 -5.81 1.14
C 0.72 -4.59 1.07
C 1.40 -3.38 1.02
N 0.65 -2.21 0.98
C 1.17 -0.96 1.48
C -0.01 -0.13 1.99
N -0.95 0.09 0.91
S -2.18 1.16 1.31
O -1.58 2.28 1.98
O -3.25 0.49 2.00
C -2.76 1.66 -0.29
C -4.05 2.00 -0.60
N -4.08 2.29 -1.93
C -2.84 2.12 -2.48
C -1.98 1.74 -1.48
C -0.55 1.38 -1.66
O -0.21 0.38 -2.28
N 0.34 2.24 -1.14
C 0.03 3.47 -0.42
C 1.41 4.09 -0.16
H 1.70 4.73 -0.99
C 2.32 2.87 -0.09
C 1.76 1.99 -1.20
H 2.16 2.28 -2.18
H 1.96 0.92 -1.06
H 2.21 2.37 0.88
H 3.37 3.12 -0.24
H 1.42 4.67 0.76
H -0.48 3.24 0.51
H -0.61 4.11 -1.03
C -2.57 2.35 -3.93
H -1.63 1.89 -4.19
H -3.36 1.92 -4.54
H -2.52 3.42 -4.15
H -4.90 2.58 -2.44
C -5.25 2.09 0.27
H -5.06 1.55 1.19
H -5.47 3.13 0.52
H -6.12 1.66 -0.23
C -1.46 -1.17 0.40
C -0.29 -2.01 -0.10
H 0.18 -1.47 -0.93
H -0.65 -2.97 -0.46
H -2.02 -1.70 1.18
H -2.14 -0.94 -0.43
H -0.50 -0.66 2.82
H 0.31 0.85 2.34
H 1.70 -0.39 0.70
H 1.85 -1.15 2.31
H -0.36 -4.57 1.06
H 0.82 -6.73 1.17
H 3.29 -6.76 1.26
H 4.55 -4.68 1.17
*
```

Properties
Orbital gap = 8.145 eV
E_tot = -48286.528 eV
Structure (SMILES) = COc1ccccc1N1CCN(S(=O)(=O)c2c(C)[nH]c(C)c2C(=O)N2CCCC2)CC1
ΔE to the lowest compared entry with this formula, charge and spin = 226.5 kJ/mol

Atom charges from the Mulliken analysis, given in e for atoms 1 to 5: atom 1 (C): -1.029, atom 2 (H): 0.393, atom 3 (H): 0.365, atom 4 (H): 0.239, atom 5 (O): -0.288


Record 4
Entry from the Open Molecules 2025 dataset: one molecule with the formula C22H30N4O6S (ωB97M-V with the def2-TZVPD basis set).

```
! wB97M-V def2-TZVPD RIJCOSX def2/J DEFGRID3
* xyz 0 1
C 6.05 2.49 0.55
C 4.62 2.41 0.05
O 4.20 1.06 0.14
C 2.94 0.73 -0.25
C 2.59 -0.61 -0.12
C 1.34 -1.06 -0.50
C 0.41 -0.18 -1.05
C 0.75 1.16 -1.16
C 2.00 1.61 -0.77
H 2.22 2.66 -0.87
H 0.05 1.88 -1.54
N -0.85 -0.66 -1.44
S -0.97 -2.25 -1.91
O -0.89 -3.07 -0.72
O -2.15 -2.42 -2.70
C 0.47 -2.57 -2.94
C 1.25 -3.68 -2.89
N 2.28 -3.80 -3.79
C 2.59 -2.88 -4.78
O 3.51 -3.04 -5.54
N 1.76 -1.79 -4.79
C 0.68 -1.55 -3.94
O 0.01 -0.55 -4.08
H 1.93 -1.09 -5.51
H 2.87 -4.62 -3.76
C 1.11 -4.81 -1.94
H 0.33 -4.60 -1.22
H 0.86 -5.72 -2.49
H 2.05 -4.98 -1.42
C -1.86 0.26 -1.90
H -2.69 -0.35 -2.28
H -1.51 0.89 -2.73
C -2.36 1.13 -0.75
O -2.62 2.31 -0.88
N -2.48 0.45 0.41
H -2.18 -0.51 0.42
C -2.74 1.09 1.68
C -3.86 0.35 2.42
C -4.71 1.28 3.28
H -5.63 0.76 3.56
C -4.02 1.74 4.56
H -4.69 2.45 5.07
C -2.66 2.41 4.35
C -1.57 1.42 3.97
H -1.76 0.47 4.48
C -1.42 1.18 2.46
H -0.83 1.98 2.02
H -0.87 0.24 2.31
H -0.60 1.78 4.33
H -2.38 2.89 5.29
H -2.74 3.20 3.60
H -3.89 0.89 5.23
H -4.99 2.15 2.69
H -3.45 -0.47 3.02
H -4.51 -0.10 1.66
H -3.09 2.09 1.43
H 1.08 -2.09 -0.34
H 3.31 -1.29 0.30
H 3.96 3.05 0.65
H 4.57 2.74 -1.00
H 6.09 2.14 1.58
H 6.69 1.86 -0.05
H 6.40 3.51 0.50
*
```

Properties
Orbital gap = 8.279 eV
E_tot = -52383.156 eV
Structure (SMILES) = CCOc1ccc(N(CC(=O)NC2CCCCCC2)S(=O)(=O)c2c(C)[nH]c(=O)[nH]c2=O)cc1
ΔE to the lowest compared entry with this formula, charge and spin = 59.7 kJ/mol

Atom charges from the Mulliken analysis, given in e for atoms 1 to 5: atom 1 (C): -1.446, atom 2 (C): -0.269, atom 3 (O): -0.419, atom 4 (C): 0.711, atom 5 (C): -0.713


Record 5
Entry from the Open Molecules 2025 dataset: C22H31AlBrFIN3O5P as an isolated structure (ωB97M-V with the def2-TZVPD basis set).

```
! wB97M-V def2-TZVPD RIJCOSX def2/J DEFGRID3
* xyz -1 1
C -0.64 -3.24 -2.09
C -0.62 -2.29 -1.17
C -0.26 -0.78 -1.37
C 0.39 -0.40 -0.04
C 1.63 -1.26 0.18
O 2.60 -1.15 -0.50
Br 1.63 -2.54 1.70
O 0.65 -0.79 -2.40
Al -0.14 -0.44 -3.99
P 1.42 0.59 -5.43
O 2.69 1.19 -4.48
I 2.43 -1.36 -6.59
O -1.35 0.57 -3.14
C -1.46 0.18 -1.81
C -2.89 -0.42 -1.66
O -3.75 -0.02 -2.71
C -4.73 -1.00 -2.95
C -1.38 1.55 -1.09
C -2.45 2.52 -1.53
F -0.17 2.11 -1.47
H -0.33 -4.23 -1.81
H -0.97 -3.10 -3.10
H -0.83 -2.59 -0.15
H -0.30 -0.63 0.77
H 0.75 0.62 -0.03
H -0.96 -1.61 -4.70
H 3.40 0.54 -4.52
H -3.34 -0.06 -0.73
H -2.89 -1.51 -1.64
H -4.33 -1.75 -3.63
H -5.06 -1.50 -2.03
H -5.62 -0.56 -3.39
H -1.41 1.45 0.00
H -2.50 3.31 -0.77
H -3.45 2.10 -1.59
H -2.14 3.01 -2.44
N 4.50 1.59 -1.89
C 5.41 2.60 -2.01
C 6.37 2.41 -1.05
C 6.03 1.23 -0.34
C 4.87 0.74 -0.89
H 3.68 1.47 -2.47
H 5.29 3.37 -2.75
H 7.23 3.04 -0.89
H 6.57 0.78 0.48
H 4.26 -0.12 -0.66
N -1.01 3.62 2.11
C -0.51 4.20 3.24
C -1.55 4.39 4.11
C -2.73 3.90 3.48
C -2.36 3.43 2.25
H -0.47 3.37 1.30
H 0.54 4.43 3.33
H -1.48 4.83 5.09
H -3.73 3.90 3.88
H -2.94 2.98 1.46
N 0.46 -3.93 4.56
C 0.96 -4.37 5.76
C -0.10 -4.68 6.57
C -1.28 -4.42 5.83
C -0.90 -3.96 4.60
H 1.02 -3.64 3.77
H 2.02 -4.43 5.93
H -0.03 -5.05 7.58
H -2.30 -4.55 6.17
H -1.48 -3.65 3.74
*
```

Properties
Orbital gap = 7.168 eV
E_tot = -134773.400 eV
ΔE to the lowest compared entry with this formula, charge and spin = 0.0 kJ/mol

Atom charges from the Mulliken analysis, given in e for atoms 1 to 5: atom 1 (C): -0.953, atom 2 (C): -0.902, atom 3 (C): 1.711, atom 4 (C): -1.078, atom 5 (C): 0.081


Record 6
Entry from the Open Molecules 2025 dataset: C22H31BN6OTi as an isolated structure (ωB97M-V with the def2-TZVPD basis set).

```
! wB97M-V def2-TZVPD RIJCOSX def2/J DEFGRID3
* xyz 2 3
C 0.94 -2.23 1.62
N 0.65 -1.95 0.33
N 1.36 -2.79 -0.46
C 2.11 -3.60 0.32
C 1.88 -3.28 1.66
B 1.38 -2.73 -2.04
N -0.08 -2.80 -2.55
N -1.06 -2.01 -2.03
C -2.19 -2.29 -2.70
C -1.95 -3.28 -3.67
C -0.59 -3.57 -3.54
Ti -0.60 -0.62 -0.46
N 2.09 -1.47 -2.55
N 1.70 -0.21 -2.21
C 2.59 0.61 -2.77
C 3.59 -0.10 -3.48
C 3.23 -1.44 -3.31
H 2.48 1.69 -2.65
H 3.68 -2.36 -3.67
H 4.44 0.29 -4.04
H 1.98 -3.72 -2.41
H 0.05 -4.28 -4.07
H 2.77 -4.35 -0.13
H -2.66 -3.72 -4.37
H 2.32 -3.75 2.54
H -3.12 -1.78 -2.44
H 0.47 -1.67 2.42
H -0.35 0.57 -1.75
C -1.36 0.68 -1.31
H -2.11 0.45 -2.08
H -1.87 0.08 -0.24
H -1.48 1.68 -0.87
C -3.91 -0.13 1.36
C -2.66 -0.06 2.27
C -2.05 -1.43 2.42
C -1.73 1.20 2.06
C -2.35 2.34 2.59
C -1.73 3.57 2.65
C -0.43 3.71 2.18
C 0.26 2.63 1.61
C 1.67 2.87 1.10
C 1.66 3.95 0.00
C 2.60 3.28 2.26
C -0.36 1.35 1.51
O 0.35 0.32 0.94
H -3.72 -0.50 0.33
H -4.43 0.84 1.30
H -4.63 -0.88 1.78
H -3.08 0.08 3.29
H -1.60 -1.77 1.47
H -1.35 -1.41 3.29
H -2.82 -2.18 2.70
H -3.35 2.29 3.01
H -2.24 4.41 3.09
H 0.02 4.69 2.26
H 2.09 1.95 0.65
H 1.29 4.93 0.39
H 2.69 4.11 -0.39
H 1.00 3.63 -0.84
H 2.61 2.48 3.02
H 3.63 3.44 1.89
H 2.25 4.22 2.74
*
```

Properties
Orbital gap (alpha / beta) = 6.716 / 4.492 eV
E_tot = -58077.926 eV

Atom charges from the Mulliken analysis, given in e for atoms 1 to 5: atom 1 (C): -0.267, atom 2 (N): 1.241, atom 3 (N): -0.723, atom 4 (C): -0.075, atom 5 (C): -1.377